Record 1
Formula: C37H61InN18O3P
Source: OMol25
Level of theory: the ωB97M-V functional and the def2-TZVPD basis

ORCA input file:
```
! RIJCOSX wB97M-V def2-TZVPD def2/J DEFGRID3
* xyz -1 1
O 0.053 3.672 1.560
P 0.067 3.837 0.084
O 1.445 3.364 -0.631
O -0.194 5.417 -0.212
C -1.338 2.998 -0.581
In -3.178 4.356 -0.366
H 2.059 4.115 -0.601
H -0.097 5.533 -1.173
H -1.195 2.722 -1.630
H -1.512 2.158 0.094
H -4.664 3.510 -0.803
H -3.186 4.906 1.333
H -2.827 5.793 -1.364
C -6.081 0.101 -0.009
C -4.809 0.307 -0.677
N -3.808 0.470 -1.217
H -6.408 0.987 0.531
H -6.859 -0.148 -0.724
H -6.012 -0.718 0.698
C 1.381 0.766 2.414
C 1.819 -0.290 3.318
N 2.171 -1.130 4.024
H 0.849 1.559 2.939
H 2.227 1.225 1.905
H 0.710 0.377 1.648
C 3.320 4.826 -4.062
C 2.466 5.402 -3.040
N 1.780 5.859 -2.240
H 2.738 4.265 -4.792
H 3.860 5.599 -4.599
H 4.057 4.148 -3.629
C -3.764 -3.569 -1.378
C -4.817 -3.155 -0.466
N -5.646 -2.828 0.260
H -4.150 -4.220 -2.157
H -3.309 -2.702 -1.859
H -2.981 -4.109 -0.855
C 6.659 7.680 -5.783
C 5.633 6.749 -6.210
N 4.811 6.009 -6.520
H 6.354 8.224 -4.890
H 7.587 7.169 -5.544
H 6.877 8.416 -6.558
C 0.874 1.135 -4.232
C 0.270 2.450 -4.372
N -0.214 3.486 -4.484
H 1.329 1.023 -3.248
H 0.128 0.351 -4.347
H 1.648 0.978 -4.983
C 0.490 6.895 2.390
C 1.615 7.708 2.825
N 2.503 8.352 3.170
H 0.573 5.869 2.752
H -0.450 7.295 2.768
H 0.416 6.836 1.307
C -2.069 -7.935 -0.347
C -2.439 -6.978 -1.376
N -2.733 -6.219 -2.186
H -1.625 -7.438 0.515
H -2.939 -8.491 -0.006
H -1.346 -8.656 -0.724
C -7.989 -5.097 2.125
C -9.038 -4.677 3.041
N -9.869 -4.345 3.761
H -8.387 -5.752 1.351
H -7.528 -4.238 1.636
H -7.206 -5.642 2.651
C 9.047 4.178 -5.698
C 8.147 4.671 -4.666
N 7.438 5.064 -3.853
H 8.494 3.651 -6.474
H 9.589 4.997 -6.168
H 9.778 3.488 -5.278
C 3.741 -2.708 1.262
C 3.863 -2.835 -0.183
N 3.960 -2.936 -1.323
H 3.021 -1.940 1.537
H 3.412 -3.641 1.715
H 4.694 -2.440 1.717
C 3.331 -4.663 7.338
C 3.044 -3.672 6.310
N 2.818 -2.883 5.503
H 3.924 -4.237 8.146
H 2.414 -5.056 7.777
H 3.887 -5.506 6.929
C -5.672 -8.380 -3.559
C -4.704 -9.105 -2.753
N -3.929 -9.663 -2.116
H -5.361 -8.347 -4.602
H -6.651 -8.855 -3.512
H -5.776 -7.355 -3.206
C -6.793 1.166 -4.533
C -6.950 1.579 -3.149
N -7.074 1.898 -2.053
H -7.192 1.913 -5.217
H -5.744 1.016 -4.787
H -7.319 0.230 -4.722
C 6.037 -7.952 8.651
C 5.155 -7.347 9.635
N 4.459 -6.869 10.414
H 5.478 -8.540 7.925
H 6.596 -7.191 8.106
H 6.760 -8.614 9.126
C -10.673 -0.695 -3.578
C -10.414 -0.874 -5.000
N -10.198 -1.008 -6.120
H -11.511 -0.019 -3.418
H -10.912 -1.646 -3.103
H -9.803 -0.276 -3.072
C 7.390 -4.570 12.094
C 7.535 -4.721 10.656
N 7.643 -4.846 9.520
H 6.666 -3.791 12.330
H 7.044 -5.497 12.548
H 8.339 -4.299 12.555
C 3.671 8.847 -2.657
C 5.106 8.600 -2.626
N 6.235 8.384 -2.604
H 3.460 9.915 -2.607
H 3.227 8.457 -3.572
H 3.175 8.364 -1.815
*
```

LUMO level = 1.35 eV
Kohn-Sham gap = 0.224 hartree

Mulliken population analysis, charges in e, atoms 1 to 5:
1. O -0.73
2. P 1.00
3. O -0.52
4. O -0.41
5. C -1.11

Record 2
Formula: C37H62Br20ClN4PS2
Source: OMol25
Level of theory: the ωB97M-V functional and the def2-TZVPD basis

ORCA input file:
```
! RIJCOSX wB97M-V def2-TZVPD def2/J DEFGRID3
* xyz 0 1
C -2.371 0.060 1.911
C -1.157 -0.771 1.511
Cl -1.480 -1.704 0.010
C 0.173 0.000 1.426
C 0.122 1.315 0.688
C -0.131 2.508 1.320
N -0.357 2.576 2.735
C -0.183 3.749 0.581
C -0.504 5.010 1.351
C -1.954 5.068 1.857
C -3.010 4.717 0.792
C -4.126 3.847 1.392
N -4.891 3.153 0.376
C -6.224 3.355 0.161
C -6.645 2.546 -0.860
C -5.513 1.791 -1.259
C -4.458 2.186 -0.484
C 0.027 3.789 -0.770
P -0.039 5.279 -1.772
S 1.654 6.211 -1.979
C 0.305 2.567 -1.442
N 0.532 2.464 -2.767
S 0.748 0.870 -2.985
N 0.562 0.307 -1.522
C 0.333 1.361 -0.712
H -2.415 0.130 2.999
H -2.384 1.035 1.428
H -3.272 -0.472 1.605
H -1.019 -1.531 2.279
H 0.879 -0.632 0.885
H 0.530 0.192 2.438
H -1.259 2.192 2.983
H 0.365 2.082 3.244
H -0.214 5.905 0.804
H 0.146 4.980 2.229
H -2.145 6.096 2.172
H -2.059 4.438 2.738
H -3.432 5.630 0.371
H -2.594 4.133 -0.032
H -4.792 4.480 1.975
H -3.648 3.096 2.028
H -6.771 4.087 0.732
H -7.649 2.512 -1.245
H -5.513 1.040 -2.032
H -3.445 1.817 -0.524
H -1.008 6.079 -1.150
H -0.648 4.870 -2.965
Br 1.151 -3.608 2.480
C 2.205 -3.353 4.102
C 1.849 -2.053 4.760
Br 2.627 -0.562 3.775
H 3.245 -3.422 3.806
H 1.959 -4.193 4.748
H 2.256 -1.992 5.766
H 0.777 -1.889 4.793
Br 0.663 0.878 -6.290
C 0.457 -0.967 -6.870
C -0.990 -1.360 -6.967
Br -1.763 -1.665 -5.205
H 1.008 -1.583 -6.165
H 0.934 -1.020 -7.847
H -1.089 -2.307 -7.493
H -1.600 -0.604 -7.452
Br 3.105 2.444 -3.449
C 4.634 1.688 -4.396
C 5.918 1.812 -3.618
Br 6.615 3.626 -3.668
H 4.681 2.186 -5.360
H 4.382 0.639 -4.542
H 6.697 1.192 -4.058
H 5.796 1.552 -2.572
Br 5.812 -4.615 3.641
C 5.547 -6.326 2.758
C 4.085 -6.662 2.622
Br 3.317 -7.258 4.311
H 6.098 -7.064 3.331
H 6.001 -6.217 1.776
H 3.947 -7.496 1.938
H 3.487 -5.819 2.287
Br -4.179 -5.026 -8.823
C -2.741 -6.293 -8.502
C -1.625 -5.675 -7.705
Br -0.537 -4.485 -8.796
H -2.412 -6.651 -9.472
H -3.192 -7.111 -7.946
H -0.941 -6.441 -7.346
H -1.985 -5.088 -6.865
Br 0.005 -4.426 7.352
C 1.428 -5.751 7.428
C 2.535 -5.332 8.357
Br 3.637 -3.946 7.557
H 1.773 -5.895 6.409
H 0.956 -6.665 7.783
H 3.205 -6.168 8.546
H 2.171 -4.937 9.299
Br 8.429 -1.491 0.997
C 6.638 -1.029 1.596
C 6.642 0.149 2.533
Br 7.258 -0.342 4.310
H 6.221 -1.922 2.052
H 6.084 -0.788 0.692
H 5.628 0.518 2.672
H 7.280 0.958 2.193
Br -11.994 1.658 1.297
C -10.572 0.412 1.752
C -9.569 1.026 2.690
Br -8.382 2.262 1.757
H -10.124 0.093 0.816
H -11.070 -0.433 2.223
H -8.916 0.259 3.101
H -10.040 1.573 3.501
Br 3.648 10.478 -0.903
C 4.180 10.678 -2.763
C 3.648 9.563 -3.622
Br 4.637 7.914 -3.366
H 5.264 10.731 -2.774
H 3.765 11.632 -3.080
H 3.765 9.811 -4.675
H 2.606 9.335 -3.415
Br -2.092 -6.723 1.727
C -1.110 -5.851 0.293
C -0.458 -6.849 -0.623
Br 1.131 -7.639 0.178
H -0.396 -5.183 0.762
H -1.850 -5.265 -0.247
H -0.109 -6.361 -1.530
H -1.117 -7.671 -0.883
*
```

LUMO level = -0.55 eV
Kohn-Sham gap = 0.276 hartree

Mulliken population analysis, charges in e, atoms 1 to 5:
1. C -1.24
2. C 0.56
3. Cl -0.17
4. C -1.11
5. C 0.11

Record 3
Formula: C37H62BrN12O2Ti
Source: OMol25
Level of theory: the ωB97M-V functional and the def2-TZVPD basis

ORCA input file:
```
! RIJCOSX wB97M-V def2-TZVPD def2/J DEFGRID3
* xyz 3 1
Ti -0.589 -0.040 -0.713
C -3.442 -3.599 2.578
N -2.657 -3.603 1.349
C -2.919 -4.716 0.454
C -1.721 -2.623 1.110
N -1.738 -1.885 0.004
C -2.981 -2.045 -0.771
C -3.167 -0.945 -1.789
N -1.870 -0.559 -2.415
C -1.230 -1.684 -3.157
C 0.278 -1.615 -2.955
N 0.624 -1.662 -1.525
C 1.210 -2.781 -1.084
N 1.148 -3.966 -1.733
C 2.319 -4.842 -1.824
C -0.034 -4.491 -2.400
N 1.917 -2.778 0.078
C 1.991 -3.972 0.912
C 2.972 -1.814 0.355
C -2.122 0.571 -3.345
C -1.905 1.859 -2.604
N -0.595 1.819 -1.922
C 0.219 2.853 -2.317
N 0.434 3.112 -3.618
C 0.519 2.096 -4.654
C 0.538 4.479 -4.139
N 0.814 3.713 -1.459
C 0.124 4.375 -0.362
C 2.095 4.352 -1.765
N -0.810 -2.452 2.090
C -0.056 -1.235 2.252
C -0.546 -3.474 3.100
H -4.503 -3.646 2.324
H -3.271 -2.675 3.125
H -3.209 -4.451 3.221
H -2.896 -5.644 1.030
H -2.144 -4.785 -0.304
H -3.896 -4.647 -0.030
H -3.854 -2.054 -0.115
H -2.988 -3.001 -1.296
H -3.578 -0.048 -1.331
H -3.857 -1.278 -2.568
H -1.493 -1.621 -4.214
H -1.629 -2.615 -2.779
H 0.642 -0.662 -3.351
H 0.788 -2.392 -3.523
H 3.212 -4.320 -1.493
H 2.457 -5.119 -2.869
H 2.187 -5.755 -1.241
H -0.924 -4.031 -1.984
H -0.085 -5.562 -2.201
H -0.012 -4.355 -3.483
H 2.900 -4.550 0.734
H 1.122 -4.605 0.751
H 2.007 -3.652 1.954
H 3.044 -1.112 -0.462
H 3.924 -2.344 0.444
H 2.802 -1.280 1.292
H -3.132 0.488 -3.753
H -1.423 0.490 -4.170
H -2.688 1.990 -1.849
H -1.986 2.706 -3.286
H 0.674 1.122 -4.204
H 1.373 2.326 -5.291
H -0.374 2.086 -5.282
H 0.190 5.195 -3.400
H -0.106 4.553 -5.016
H 1.557 4.723 -4.440
H 0.153 5.453 -0.535
H 0.614 4.188 0.594
H -0.914 4.076 -0.325
H 2.614 3.815 -2.551
H 2.706 4.327 -0.860
H 1.969 5.395 -2.056
H -0.568 -0.424 1.751
H 0.970 -1.350 1.899
H -0.040 -0.941 3.302
H -0.767 -4.465 2.714
H -1.125 -3.308 4.009
H 0.508 -3.429 3.366
O -2.504 0.115 3.135
C -3.115 1.338 3.050
C -4.073 1.725 3.975
C -4.688 2.962 3.871
C -4.359 3.825 2.836
C -3.408 3.430 1.914
C -2.765 2.195 2.006
C -1.724 1.885 0.978
O -1.876 0.655 0.296
N -0.382 1.785 1.554
N 0.550 1.333 0.608
C 1.769 1.696 0.790
C 2.926 1.446 -0.035
Br 2.696 0.935 -1.854
C 4.184 1.673 0.396
C 4.602 1.968 1.758
C 3.964 1.437 2.887
C 4.403 1.765 4.157
C 5.483 2.625 4.317
C 6.144 3.135 3.205
C 5.720 2.795 1.934
H -2.798 -0.303 3.953
H -4.341 1.052 4.782
H -5.432 3.248 4.603
H -4.842 4.787 2.747
H -3.154 4.095 1.095
H -1.785 2.657 0.209
H -0.088 2.628 2.038
H 1.987 2.320 1.658
H 4.975 1.645 -0.347
H 3.163 0.714 2.770
H 3.922 1.337 5.026
H 5.828 2.877 5.310
H 6.998 3.784 3.333
H 6.245 3.178 1.068
*
```

LUMO level = -8.82 eV
relative energy (zero: lowest compared OMol25 entry of this formula, charge and spin) = 1.4281 eV
Kohn-Sham gap = 0.235 hartree

Mulliken population analysis, charges in e, atoms 1 to 5:
1. Ti -1.22
2. C -1.05
3. N 0.79
4. C -1.03
5. C -1.09

Record 4
Formula: C37H62N4NbO7Si
Source: OMol25
Level of theory: the ωB97M-V functional and the def2-TZVPD basis

ORCA input file:
```
! RIJCOSX wB97M-V def2-TZVPD def2/J DEFGRID3
* xyz -1 1
C 1.268 3.084 5.196
C 2.644 3.410 4.509
C 3.036 4.935 4.484
C 1.925 5.892 3.926
C 1.447 5.522 2.452
C -0.055 5.007 2.565
C -0.804 4.969 1.191
C -2.314 4.487 1.342
C -2.268 2.935 1.537
C -3.635 2.279 1.991
C -3.252 1.102 2.980
C -2.470 -0.060 2.199
C -0.933 -0.034 2.600
Nb 0.252 -1.789 1.690
C 2.161 -0.541 1.744
C 3.078 -0.624 0.458
O 2.428 -0.095 -0.728
C 3.717 -2.035 0.165
N 4.860 -2.294 1.115
Si 0.753 -2.600 4.131
C 1.428 -1.172 5.259
C -0.853 -3.212 5.042
C 1.966 -4.112 4.166
H 0.491 3.867 5.049
H 1.364 2.852 6.288
H 0.882 2.135 4.735
H 3.430 2.881 5.115
H 2.722 2.957 3.487
H 3.966 5.052 3.869
H 3.244 5.230 5.548
H 1.049 5.866 4.615
H 2.279 6.959 3.920
H 2.042 4.633 2.141
H 1.501 6.382 1.750
H 0.026 3.958 2.942
H -0.634 5.600 3.314
H -0.322 4.203 0.524
H -0.731 5.946 0.652
H -2.800 4.757 0.366
H -2.816 4.992 2.199
H -1.936 2.402 0.611
H -1.527 2.711 2.339
H -4.241 1.904 1.126
H -4.256 3.065 2.503
H -4.164 0.711 3.493
H -2.538 1.483 3.756
H -2.509 0.255 1.120
H -2.942 -1.055 2.333
H -0.457 0.886 2.174
H -0.863 -0.073 3.719
H 1.095 -3.303 1.146
H -1.309 -2.737 1.746
H -0.170 -1.310 -0.034
H 2.810 -0.738 2.640
H 1.842 0.537 1.831
H 3.952 0.070 0.645
H 2.908 0.708 -0.950
H 2.991 -2.875 0.108
H 4.194 -1.958 -0.851
H 5.632 -1.773 0.689
H 4.670 -1.765 1.972
H 2.387 -0.740 4.889
H 0.658 -0.371 5.395
H 1.634 -1.577 6.292
H -1.156 -2.414 5.771
H -0.586 -4.137 5.609
H -1.682 -3.347 4.314
H 2.030 -4.587 5.186
H 3.004 -3.833 3.843
H 1.524 -4.899 3.498
C 4.616 -5.437 -0.297
C 3.657 -5.946 0.568
C 3.204 -7.251 0.422
C 3.728 -8.039 -0.596
C 4.684 -7.539 -1.473
C 5.127 -6.232 -1.319
N 3.276 -9.423 -0.742
O 2.426 -9.827 0.027
O 3.778 -10.096 -1.624
H 4.967 -4.420 -0.171
H 3.264 -5.320 1.361
H 2.456 -7.636 1.102
H 5.089 -8.150 -2.269
H 5.874 -5.832 -1.994
C -1.909 0.807 -4.367
C -1.882 0.643 -2.986
C -2.817 1.292 -2.192
C -3.777 2.100 -2.793
C -3.808 2.276 -4.171
C -2.866 1.625 -4.959
N -4.776 2.764 -1.956
O -4.696 2.594 -0.755
O -5.627 3.441 -2.504
H -1.181 0.295 -4.986
H -1.134 0.006 -2.528
H -2.790 1.158 -1.118
H -4.551 2.908 -4.639
H -2.880 1.751 -6.033
C -4.922 0.062 -11.518
C -4.535 1.318 -11.062
C -3.683 1.429 -9.972
C -3.221 0.275 -9.350
C -3.607 -0.984 -9.794
C -4.462 -1.086 -10.883
N -2.304 0.387 -8.217
O -2.000 1.504 -7.839
O -1.894 -0.640 -7.716
H -5.583 -0.021 -12.373
H -4.897 2.210 -11.558
H -3.387 2.410 -9.623
H -3.252 -1.882 -9.307
H -4.768 -2.062 -11.240
*
```

LUMO level = 0.37 eV
Kohn-Sham gap = 0.172 hartree

Mulliken population analysis, charges in e, atoms 1 to 5:
1. C -0.57
2. C -0.09
3. C -0.97
4. C -0.73
5. C -0.53